ORCA calculation (the ωB97M-V functional and the def2-TZVPD basis) on C3H8N4 in the gas phase.

Cartesian coordinates (Å):
C1 -2.42435 0.50789 0.34278
C2 -1.16578 0.07432 0.23573
N1 -0.80300 -1.32601 0.32794
N2 -0.10012 0.88950 0.35484
C3 1.01340 0.31542 -0.08253
N3 2.15086 0.97108 0.28324
N4 1.22734 -0.38498 -1.24707
H1 -2.61688 1.57508 0.32244
H2 -3.27126 -0.16233 0.39269
H3 0.04910 -1.85243 0.49491
H4 -1.45600 -1.79530 0.95229
H5 2.33622 1.01945 1.27969
H6 3.05429 0.76256 -0.11907
H7 1.65659 0.19060 -1.96114
H8 0.34959 -0.78486 -1.57675

The calculation puts the molar mass at 100.12 g/mol. For the energy relative to the best compared isomer or geometry (same formula, charge and spin), the calculation gives 51.0 kcal per mole. The structure (SMILES) is C=C(N)N=C(N)N.

***

ORCA calculation (the ωB97M-V functional and the def2-TZVPD basis) on a molecular structure, C3H8N4.

Cartesian coordinates (Å):
C1 -2.21772 0.52608 -0.41649
N1 1.26807 1.24254 -0.34386
N2 0.75082 -1.56369 -0.21994
C2 1.66294 0.41472 0.75703
C3 1.45172 -0.95059 0.74054
N3 -0.06441 1.24143 -0.00924
N4 -0.81026 0.49330 -0.76741
H1 1.46164 0.84320 -1.26809
H2 -0.20251 -0.67047 -0.69739
H3 0.52416 -2.52321 0.01549
H4 2.23496 0.89705 1.53321
H5 1.73253 -1.50083 1.63833
H6 -2.47799 -0.35858 0.17774
H7 -2.82461 0.51134 -1.31852
H8 -2.48935 1.39771 0.17858

The calculation puts the molar mass at 100.12 g/mol. For the energy relative to the best compared isomer or geometry (same formula, charge and spin), the calculation gives 102.8 kcal per mole.

***

ORCA calculation (the ωB97M-V functional and the def2-TZVPD basis) on C3H8N4 in the gas phase.

Cartesian coordinates (Å):
H1 -2.19094 -1.84031 0.79877
N1 -2.65756 -1.30388 0.04333
C1 -1.74160 -0.63017 -0.56879
C2 -0.31412 -0.67689 -0.09706
N2 0.05683 -1.65638 0.67716
H2 1.06773 -1.52434 0.84942
C3 0.58233 0.49578 -0.49245
N3 0.35526 1.61678 0.38408
N4 1.96673 0.17784 -0.22661
H3 -1.95050 0.01131 -1.43843
H4 0.42961 0.75069 -1.54491
H5 0.29386 1.28803 1.34906
H6 -0.55783 2.02946 0.19218
H7 2.13757 0.36152 0.76074
H8 2.52264 0.90057 -0.68653

The calculation puts the molar mass at 100.12 g/mol. For the energy relative to the best compared isomer or geometry (same formula, charge and spin), the calculation gives 40.6 kcal per mole. The structure (SMILES) is [H]/N=C\C(=N\[H])C(N)N.

***

ORCA calculation (the ωB97M-V functional and the def2-TZVPD basis) on a gas-phase ion, C3H8N4O2 (charge +2).

Cartesian coordinates (Å):
N1 0.47717 1.64409 -1.62718
N2 -0.02236 0.63783 -0.73742
C1 -0.12654 -0.57271 -1.24665
O1 0.01966 -1.02227 -2.40307
N3 -0.39672 -1.60725 -0.41032
N4 -0.95069 -1.49837 0.93417
C2 -0.27724 -0.23386 1.63504
O2 -1.02772 0.90609 1.38081
C3 0.19235 0.73218 0.78344
H1 -0.17306 2.42672 -1.44165
H2 1.44143 1.96952 -1.35252
H3 0.36643 -0.54117 -3.24919
H4 -0.43453 -2.52618 -0.94987
H5 -0.96096 -2.43692 1.34217
H6 -1.92924 -1.25340 0.93863
H7 -0.05271 -0.31044 2.76353
H8 1.04875 1.48740 1.04661

The calculation puts the molar mass at 132.12 g/mol. For the energy relative to the best compared isomer or geometry (same formula, charge and spin), the calculation gives 140.4 kcal per mole. The net charge is +2. The structure (SMILES) is N[N+]1=C(O)N[NH2+][C@@H]2O[C@@H]21.

***

ORCA calculation (the ωB97M-V functional and the def2-TZVPD basis) on 3 unconnected molecules or ions with the total composition C3H8N4O3.

Cartesian coordinates (Å):
C1 -1.38584 0.62626 -0.72709
C2 -1.65415 0.15623 0.69081
C3 0.88966 1.14021 -0.55303
N1 2.65877 -0.23242 -1.41889
N2 -0.00100 0.31768 -1.05483
N3 3.02265 -0.64954 -0.43539
N4 -1.71648 -1.27806 0.87485
O1 3.81567 -1.13437 0.23233
O2 1.57944 -0.07427 0.84213
O3 1.41175 2.17689 -0.65553
H1 -2.12703 0.05695 -1.39075
H2 -1.66851 1.56202 -0.95102
H3 -0.74185 0.67536 1.39688
H4 -2.70879 0.48183 1.02667
H5 0.26429 -0.63162 -0.74587
H6 -2.63078 -1.62473 0.95120
H7 -1.11567 -1.78883 0.27091
H8 2.10786 0.22043 1.64662

The spin multiplicity is 3. The calculation puts the molar mass at 148.12 g/mol. For the energy relative to the best compared isomer or geometry (same formula, charge and spin), the calculation gives 53.2 kcal per mole.

***

ORCA calculation (the ωB97M-V functional and the def2-TZVPD basis) on C3H8N4S in the gas phase.

Cartesian coordinates (Å):
H1 3.06862 2.04927 -1.44679
N1 2.60144 1.21088 -0.77677
C1 1.24884 1.28770 -1.11543
N2 0.14125 0.82200 -0.55020
S1 -1.37262 1.11956 -1.45614
C2 0.15824 -0.32381 0.38211
N3 -0.88246 -0.99163 0.68766
N4 -0.78558 -2.05057 1.52243
C3 0.42462 -2.09289 2.46743
H2 0.95513 1.90991 -2.09015
H3 -2.24295 1.26077 -0.37547
H4 1.19690 -0.55359 0.74683
H5 -1.72422 -2.20371 1.85915
H6 0.28505 -3.17306 2.99613
H7 0.49382 -1.18668 3.07623
H8 1.41684 -2.17678 1.94580

The calculation puts the molar mass at 132.19 g/mol. For the energy relative to the best compared isomer or geometry (same formula, charge and spin), the calculation gives 89.4 kcal per mole. The structure (SMILES) is [H]/N=C/N(S)/C=N/NC.

***

ORCA calculation (the ωB97M-V functional and the def2-TZVPD basis) on a gas-phase ion, C3H8N5O2 (charge +1).

Cartesian coordinates (Å):
N1 -2.87225 -0.38068 -0.85454
N2 -1.60289 -0.15320 -0.58053
C1 -1.08614 0.72623 0.17618
O1 -1.74944 1.56605 1.02901
C2 0.54777 0.81802 0.31079
N3 1.14024 1.81435 -0.45780
O2 2.55762 1.47019 -0.56312
N4 2.73622 0.09837 -0.19223
C3 1.57678 -0.42537 0.18466
N5 1.30681 -1.65769 0.51657
H1 -3.00660 -0.88366 -1.83478
H2 -3.73363 0.25462 -0.60369
H3 -1.49614 2.50527 1.08856
H4 0.59503 1.13138 1.33330
H5 0.78155 1.82028 -1.36612
H6 3.75389 -0.21894 -0.28366
H7 2.00450 -2.47869 0.42992
H8 0.35330 -1.85946 0.98325

The calculation puts the molar mass at 146.13 g/mol. For the energy relative to the best compared isomer or geometry (same formula, charge and spin), the calculation gives 46.8 kcal per mole. The net charge is +1. The structure (SMILES) is N/N=C(\O)[C@@H]1NONC1=[NH2+].

***

ORCA calculation (the ωB97M-V functional and the def2-TZVPD basis) on 2 unconnected molecules or ions with the total composition C3H8NO.

Cartesian coordinates (Å):
C1 0.21043 1.82652 -1.21258
O1 -0.13392 2.48823 -0.13752
H1 0.21904 2.34568 -2.18327
H2 1.24623 1.44124 -1.18745
H3 -0.29501 0.83751 -1.46889
C2 0.25330 -1.90883 0.27705
C3 -0.69980 -0.25675 1.48586
N1 -0.14284 -1.38609 1.58635
H4 1.30876 -2.14260 0.18748
H5 0.13457 -1.14155 -0.54774
H6 -0.40397 -2.74443 0.00004
H7 -1.30630 0.03636 2.37879
H8 -0.39049 0.60470 0.82188

The calculation puts the molar mass at 74.10 g/mol. For the energy relative to the best compared isomer or geometry (same formula, charge and spin), the calculation gives 43.6 kcal per mole. The net charge is -1.

***

ORCA calculation (the ωB97M-V functional and the def2-TZVPD basis) on 2 unconnected molecules or ions with the total composition C3H8NO.

Cartesian coordinates (Å):
C1 -1.05804 -0.06448 -0.16759
C2 -2.27370 -0.69905 0.12979
C3 3.43823 -0.03272 0.66029
N1 -0.87585 0.92462 -0.93709
O1 2.30708 0.26235 0.81297
H1 -1.64090 1.21169 -1.56485
H2 3.98775 -0.22749 -0.26091
H3 -0.14075 -0.26719 0.32036
H4 -2.20314 -1.39289 0.99246
H5 -2.62380 -1.30226 -0.83206
H6 4.12036 0.22609 1.54674
H7 -3.08927 0.04158 0.30912
H8 0.05203 1.31976 -1.00923

The calculation puts the molar mass at 74.10 g/mol. For the energy relative to the best compared isomer or geometry (same formula, charge and spin), the calculation gives 26.4 kcal per mole. The net charge is +1.

***

ORCA calculation (the ωB97M-V functional and the def2-TZVPD basis) on a gas-phase ion, C3H8NO (charge +1).

Cartesian coordinates (Å):
C1 1.12640 -0.97381 -0.16452
N1 0.84803 0.46354 0.12634
C2 -0.52266 0.84839 -0.33280
C3 -1.59026 0.06720 0.23577
O1 -1.42047 1.43497 0.49241
H1 1.92350 -1.37760 0.51151
H2 0.16191 -1.43973 0.13616
H3 1.35637 -1.21002 -1.24834
H4 1.52691 1.15472 -0.29564
H5 0.99719 0.55754 1.11246
H6 -0.46503 1.03677 -1.40789
H7 -2.52695 -0.16102 -0.30190
H8 -1.41493 -0.40096 1.13643

The calculation puts the molar mass at 74.10 g/mol. For the energy relative to the best compared isomer or geometry (same formula, charge and spin), the calculation gives 42.9 kcal per mole. The net charge is +1. The structure (SMILES) is C[NH2+][C@H]1CO1.

***

ORCA calculation (the ωB97M-V functional and the def2-TZVPD basis) on 2 unconnected molecules or ions with the total composition C3H8NO.

Cartesian coordinates (Å):
C1 0.35423 -0.30909 -1.22314
C2 -0.81684 0.29365 -1.54243
C3 0.13707 -0.82377 0.97683
N1 0.44719 -1.35714 -0.33514
H1 1.25698 0.07744 -1.70272
H2 -1.77185 -0.12543 -1.25749
H3 -0.81153 1.19074 -2.14349
H4 1.03607 -0.24249 1.20862
H5 -0.00413 -1.63751 1.65559
H6 1.29439 -1.93651 -0.27156
H7 -0.76756 2.17542 2.01983
H8 -0.19410 0.84767 1.26961
O1 -0.15991 1.84703 1.34551

The calculation puts the molar mass at 74.10 g/mol. For the energy relative to the best compared isomer or geometry (same formula, charge and spin), the calculation gives 123.4 kcal per mole. The net charge is +1.

***

ORCA calculation (the ωB97M-V functional and the def2-TZVPD basis) on 2 unconnected molecules or ions with the total composition C3H8NO.

Cartesian coordinates (Å):
C1 2.30200 -1.35201 -1.51112
N1 1.84321 -0.47379 -0.71223
H1 1.54812 -1.78002 -2.16541
H2 3.35695 -1.59966 -1.46510
H3 2.23548 -0.21302 0.18456
H4 0.91003 -0.01076 -0.83990
O1 -0.36452 0.81279 -0.20352
C2 -1.49605 0.54199 0.17622
C3 -1.92123 0.86718 1.54199
H5 -2.25368 0.30151 -0.58810
H6 -1.08887 1.30776 2.08507
H7 -2.35454 -0.02537 2.00000
H8 -2.71692 1.62340 1.49755

The calculation puts the molar mass at 74.10 g/mol. For the energy relative to the best compared isomer or geometry (same formula, charge and spin), the calculation gives 19.1 kcal per mole. The net charge is +1.

***

ORCA calculation (the ωB97M-V functional and the def2-TZVPD basis) on a gas-phase ion, C3H8NO (charge +1).

Cartesian coordinates (Å):
C1 0.34901 0.20420 0.42804
C2 0.04370 -0.48038 -0.82438
C3 -0.45879 1.34209 0.85182
N1 -0.36495 -1.18050 0.32774
O1 1.26106 -1.25631 -1.54712
H1 1.38502 0.13683 0.76652
H2 -0.76167 -0.07477 -1.52384
H3 -1.21071 1.61958 0.13630
H4 0.15117 2.21497 0.75059
H5 -0.77100 1.34066 1.88610
H6 0.17570 -1.96973 0.56133
H7 -1.37642 -1.24909 0.43665
H8 1.57788 -0.64757 -2.24976

The spin multiplicity is 3. The calculation puts the molar mass at 74.10 g/mol. For the energy relative to the best compared isomer or geometry (same formula, charge and spin), the calculation gives 67.0 kcal per mole. The net charge is +1.

***

ORCA calculation (the ωB97M-V functional and the def2-TZVPD basis) on a gas-phase ion, C3H8NO (charge +1).

Cartesian coordinates (Å):
C1 0.19998 0.02789 0.56393
C2 0.23818 0.44517 -0.85586
C3 -1.09330 0.26191 1.36317
N1 0.14710 -0.95360 -0.41786
O1 1.79360 0.75505 -1.42509
H1 1.07574 0.10048 1.17580
H2 -0.37319 0.90501 -1.63874
H3 -1.82272 0.78199 0.75714
H4 -0.89675 1.07821 2.07746
H5 -1.24969 -0.65526 1.82184
H6 0.95614 -1.71382 -0.64654
H7 -0.74773 -1.38532 -0.48541
H8 1.77265 0.35230 -2.28983

The spin multiplicity is 3. The calculation puts the molar mass at 74.10 g/mol. For the energy relative to the best compared isomer or geometry (same formula, charge and spin), the calculation gives 74.4 kcal per mole. The net charge is +1.

***

ORCA calculation (the ωB97M-V functional and the def2-TZVPD basis) on C3H8NO2 in the gas phase.

Cartesian coordinates (Å):
C1 -0.59220 -1.47572 0.26992
O1 0.46291 -2.09639 0.84693
C2 -0.04917 -0.08077 -0.43657
C3 0.03559 0.94728 0.70594
O2 0.84178 2.11615 0.52249
N1 -0.63231 0.40669 -1.64419
H1 -0.84317 -2.19580 -0.54361
H2 -1.60461 -1.02594 0.58529
H3 1.08166 -0.15748 -0.61588
H4 0.51336 0.65368 1.72544
H5 -1.01237 1.20583 0.93926
H6 1.16455 1.82863 -0.30952
H7 -1.59670 0.08924 -1.88501
H8 -0.07940 0.25220 -2.57770

The spin multiplicity is 2. The calculation puts the molar mass at 90.10 g/mol. For the energy relative to the best compared isomer or geometry (same formula, charge and spin), the calculation gives 54.5 kcal per mole.

***

ORCA calculation (the ωB97M-V functional and the def2-TZVPD basis) on a gas-phase ion, C3H8NO2 (charge +1).

Cartesian coordinates (Å):
N1 0.16374 1.26241 -1.58785
C1 0.01800 0.62936 -0.19516
C2 -0.20343 -0.90845 -0.14464
C3 -0.20982 -1.31687 1.34269
O1 -0.14857 -2.43822 1.68989
O2 -0.24364 -0.23854 2.19367
H1 1.09443 1.63738 -1.37913
H2 0.36452 0.58138 -2.32781
H3 -0.41900 2.02093 -1.93411
H4 0.93603 0.76168 0.36351
H5 -0.84676 1.14073 0.22960
H6 -1.11404 -1.12580 -0.69989
H7 0.69015 -1.32686 -0.60448
H8 -0.08163 -0.67913 3.05369

The calculation puts the molar mass at 90.10 g/mol. For the energy relative to the best compared isomer or geometry (same formula, charge and spin), the calculation gives 29.9 kcal per mole. The net charge is +1. The structure (SMILES) is [NH3+]CCC(=O)O.

***

ORCA calculation (the ωB97M-V functional and the def2-TZVPD basis) on 2 unconnected molecules or ions with the total composition C3H8NO2.

Cartesian coordinates (Å):
O1 -0.44735 -0.44915 1.23688
C1 0.47389 -0.64220 1.98098
O2 1.65304 -0.03598 1.81498
H1 0.40466 -1.28183 2.86278
H2 2.29449 -0.30509 2.50660
C2 -1.55601 0.39882 -2.40214
C3 0.23581 0.78322 -0.80912
N1 -0.32048 0.05370 -1.68448
H3 -1.33029 0.95275 -3.30321
H4 -2.14896 1.05348 -1.77099
H5 -2.12450 -0.48926 -2.62781
H6 -0.34259 1.60658 -0.42440
H7 1.28386 0.66094 -0.57610
H8 0.06089 -0.83014 -2.00547

The calculation puts the molar mass at 90.10 g/mol. For the energy relative to the best compared isomer or geometry (same formula, charge and spin), the calculation gives 32.6 kcal per mole. The net charge is +1.